[1]
Below is a single H3NO3Si molecule at a distorted geometry, with properties calculated with the ωB97M-V functional and the def2-TZVPD basis.

Element x y z (Å)
O1 -0.5962 0.6223 -1.6799
N1 0.1495 1.2156 -1.0016
H1 -1.1712 -1.2004 0.0012
O2 0.4595 0.4824 0.2178
H2 -0.2405 -0.4659 2.2031
H3 0.9427 -2.0750 0.5648
O3 0.5016 2.3311 -1.1145
Si1 -0.0455 -0.9101 0.8090

Calculated values
Multiplicity ... 1
E_LUMO ... 0.151 eV
Total energy ... -571.61873 Ha
Relative energy (zero: lowest compared OMol25 entry of this formula, charge and spin) ... 59.8 kcal per mole


[2]
Below is 4 unconnected molecules or ions with the total composition C38H76NO12 at a distorted geometry, with properties calculated with the ωB97M-V functional and the def2-TZVPD basis.

Element x y z (Å)
H1 -2.7980 5.4686 -8.3395
C1 -2.9204 -7.0509 7.3061
C2 -2.5932 5.1705 -9.3690
H2 -3.2143 2.6378 3.2523
H3 1.7380 -3.8280 -0.1773
C3 -0.5221 -0.0048 2.5580
H4 1.0399 1.2218 3.3375
C4 0.6578 -0.0399 -0.1164
H5 1.3798 -5.2856 2.8814
C5 0.5102 2.4637 -2.0666
C6 -2.9778 1.5912 3.0243
H6 -2.9500 4.1393 -9.4470
H7 -4.4631 5.9212 -10.0604
H8 2.0682 1.3541 5.1939
H9 1.0179 -4.9068 8.0533
O1 -0.1384 -5.0829 6.3248
H10 0.4174 -0.8749 4.9073
H11 1.5665 3.7685 -3.3639
H12 -2.1645 -1.4650 2.3240
H13 1.1278 -5.1729 0.7932
H14 6.4671 -1.5256 2.5151
H15 -0.8395 -2.0039 3.3323
O2 -2.1832 -7.3243 6.1278
C7 -0.3451 -3.6958 6.4589
H16 0.2753 -3.5996 0.8071
H17 1.4576 1.9887 -1.7871
C8 0.7347 -5.6449 7.2961
C9 -3.4087 5.9930 -10.3538
H18 1.6456 -5.9562 6.7707
H19 -0.5211 1.8814 3.7762
O3 4.1292 -5.7052 2.6313
H20 -2.8369 -5.9935 9.1346
H21 -2.0362 -9.3221 6.7166
H22 -2.4953 1.0824 3.8537
H23 5.0919 -6.0504 0.9075
O4 -0.5936 1.4884 -2.0673
H24 -3.2152 -7.9737 7.8158
H25 -1.3339 -3.4634 6.0571
N1 -1.1530 0.7605 1.4563
C10 0.2488 0.2007 5.0258
H26 4.0043 -3.9926 3.7837
O5 -1.1940 5.0979 -9.5971
H27 -2.0081 8.6996 -11.4678
H28 0.3629 -0.5502 2.2263
H29 1.1389 0.1028 -4.3122
H30 1.3670 2.3185 -6.6527
H31 -2.8451 -9.0193 5.1500
O6 -0.9698 -6.6560 8.8276
H32 2.3628 0.9822 -5.2450
H33 5.0335 -1.6596 3.5545
H34 -3.8381 -6.5329 7.0019
C11 -1.4663 -1.1299 3.1027
C12 -2.0464 7.0589 -6.4063
O7 5.0057 -2.8512 1.9048
H35 -3.3143 5.5627 -11.3563
C13 3.3957 -4.8490 3.4878
C14 1.7034 1.0444 -4.3699
H36 1.5231 1.4472 1.2370
C15 2.0226 -4.4091 3.0079
H37 0.9234 -7.2781 8.6240
H38 -2.0156 -5.1568 7.8537
H39 -0.0745 -7.6528 7.2481
H40 0.5046 -1.0633 0.2647
H41 1.5722 -3.7805 3.7864
H42 -0.8653 4.6127 -2.6086
C16 0.0324 0.9403 3.6895
H43 6.2485 -2.9449 3.5810
H44 0.2783 3.2166 -1.2936
H45 2.6303 0.9890 -0.0733
H46 -0.6911 0.3128 5.5961
H47 -1.9668 -0.8624 4.0355
H48 -1.6657 7.7463 -5.6433
H49 2.3238 1.1605 -3.4724
H50 0.6094 5.9664 -9.7076
C17 0.1446 -6.8695 7.9746
O8 2.0763 -3.6249 1.8223
C18 -2.1756 -6.1497 8.2779
H51 -1.0870 -8.8348 5.3073
C19 -2.3070 2.2495 -0.6054
H52 0.3577 3.7403 -6.1372
H53 6.4524 -4.3500 2.0116
C20 -0.5178 4.2685 -3.5893
H54 -0.0004 6.1659 -7.3524
H55 -0.3160 1.7769 -4.7384
C21 -1.1620 1.4786 -0.8263
H56 5.9151 -3.8673 0.3944
C22 -0.4102 6.2751 -9.4598
H57 -1.3093 3.7685 -4.1623
C23 1.1362 3.0216 -5.8468
C24 -2.8355 2.2414 0.6802
H58 3.7389 -4.9703 0.7329
H59 2.3840 -0.0930 1.3044
C25 4.5843 -5.2060 1.3806
O9 -3.0641 7.3652 -10.3464
C26 -0.6080 0.7438 0.2180
C27 1.2564 -4.0883 0.7672
H60 -3.7330 2.8289 0.8710
H61 -3.5950 1.5983 -2.5806
C28 -2.7442 7.9076 -11.6136
H62 0.9479 1.6491 6.5458
H63 -0.1227 5.1371 -4.1266
C29 -2.0412 -8.6986 5.8186
C30 0.6138 3.2108 -3.4054
C31 5.5793 -4.0579 1.4203
O10 -3.1724 4.2816 -1.4348
H64 -1.7418 6.0343 -6.1666
O11 -1.5991 7.4622 -7.6818
H65 2.0206 3.5973 -5.5337
H66 -2.3090 7.1591 -12.2818
C32 5.7374 -2.2225 2.9386
H67 -3.1364 7.0988 -6.4014
C33 0.6843 2.2097 -4.5888
O12 -3.3523 2.5069 -2.8204
H68 -3.6367 8.3406 -12.0742
C34 -2.2618 1.5003 1.6866
H69 0.8145 -0.1275 -1.1920
H70 1.8983 0.1163 6.4547
C35 -2.9906 3.1142 -1.6640
H71 0.3699 7.7261 -8.1093
H72 -3.9567 1.1004 2.8864
H73 3.2400 -5.4221 4.4063
C36 1.8792 0.6064 0.6255
H74 0.4070 -3.1504 5.8739
C37 -0.3571 6.9055 -8.0785
H75 -0.6876 7.0099 -10.2160
H76 -0.3160 -3.3727 7.5035
C38 1.3562 0.8773 5.8837

Calculated values
Multiplicity ... 1
E_LUMO ... -3.937 eV
Total energy ... -2450.67643 Ha
Total charge ... +1


[3]
Below is 2 unconnected molecules or ions with the total composition C3H5NO4 at a distorted geometry, with properties calculated with the ωB97M-V functional and the def2-TZVPD basis.

Element x y z (Å)
C1 1.0983 1.4212 -0.4208
N1 -0.0323 -1.8741 0.1490
H1 0.8861 2.2754 0.2197
H2 0.1435 -3.8104 0.4555
C2 0.6983 -0.8269 0.0369
C3 -2.8295 1.2049 0.3533
O1 -2.4336 2.1974 0.0072
O2 0.1512 0.3763 0.0163
H3 2.2517 1.1294 -0.4676
H4 1.7268 -0.9576 0.0602
H5 0.8657 1.6770 -1.5282
O3 0.7461 -3.0858 0.2720
O4 -3.2722 0.2732 0.8466

Calculated values
Multiplicity ... 3
E_LUMO (alpha / beta) ... 0.759 / -1.800 eV
Total energy ... -472.80187 Ha
⟨S²⟩ ... 2.01
Relative energy (zero: lowest compared OMol25 entry of this formula, charge and spin) ... 68.2 kcal per mole


[4]
Below is 4 unconnected molecules or ions with the total composition C5H18N2O4 at a distorted geometry, with properties calculated with the ωB97M-V functional and the def2-TZVPD basis.

Element x y z (Å)
H1 -0.1882 1.2252 3.3471
H2 -3.9304 2.3401 2.6449
H3 -4.1264 0.7949 2.7466
O1 1.0741 -0.8814 -3.8295
H4 -4.3128 2.3867 0.1004
N1 1.8405 -1.2400 -1.7243
N2 -0.3411 0.7471 -0.4566
O2 -3.5272 1.4872 2.4484
H5 -0.9034 0.7483 2.0286
H6 0.0685 -4.0294 2.0446
C1 0.8621 0.1460 0.0794
C2 0.0125 1.3178 2.2648
H7 2.2879 -2.0044 -1.2275
O3 0.8271 -4.4986 1.6721
H8 -1.1539 0.5644 0.1245
C3 1.1836 0.8221 1.4850
H9 0.7076 -0.8935 0.4606
H10 -2.9351 2.4942 0.4163
H11 2.7944 -1.9358 -3.4871
H12 -0.2895 1.6628 -0.8580
H13 1.8321 0.1180 2.1351
H14 1.8819 1.6892 1.3351
H15 1.2480 -4.9183 2.4282
H16 1.7780 0.9794 -1.7770
O4 -3.6765 3.1003 0.2615
C4 1.8659 0.0916 -1.1186
C5 1.9191 -1.3728 -3.1336
H17 -0.1145 2.3696 2.0804
H18 2.8623 0.0610 -0.6427

Calculated values
Multiplicity ... 1
E_LUMO ... 0.391 eV
Total energy ... -611.70309 Ha
Relative energy (zero: lowest compared OMol25 entry of this formula, charge and spin) ... 72.8 kcal per mole


- The lowest total energy belongs to which entry?
  C38H76NO12